{"formula": "C8H10N2SZn", "method": "ωB97M-V/def2-TZVPD", "de_lowest_ev": 0.000, "lumo_ha": [0.182, 0.180], "fmax_ev_per_a": 4.83, "energy_ev": -70684.9713, "mol_weight_g_mol": 231.64, "total_charge": -2, "species": ["C", "C", "C", "C", "C", "Zn", "N", "C", "C", "H", "H", "H", "H", "H", "H", "H", "H", "H", "H", "S", "C", "N"], "xyz": [[0.7910, -1.9364, 1.0767], [0.1880, -2.2637, -0.1671], [-1.0640, -1.5655, -0.2616], [-1.2336, -0.8239, 0.9753], [-0.0788, -1.0625, 1.7830], [0.0627, 0.4330, -0.4958], [0.7996, 1.6484, 3.6044], [1.5630, 1.0278, -1.3014], [0.9935, 0.3027, -2.3732], [-1.8369, -1.7225, -1.0162], [0.5681, -2.9781, -0.8973], [-2.1604, -0.3530, 1.3044], [0.0593, -0.6997, 2.8007], [1.7208, -2.3538, 1.4650], [1.3577, -0.6915, -2.6744], [1.5086, 2.1244, -1.2565], [1.0807, 1.8326, 2.6170], [0.3357, 0.7938, -3.1011], [2.5044, 0.6962, -0.8582], [-3.5865, 3.3341, -0.5688], [-2.2806, 2.4548, -0.3985], [-1.2922, 1.8031, -0.2565]], "forces_ev_per_a": [[-0.7, -0.3, -0.3], [-0.2, 0.1, 0.5], [0.4, -0.1, 0.6], [0.7, -1.1, 0.1], [-0.5, -0.2, -0.4], [-3.5, -1.7, 2.9], [0.2, 0.0, -0.1], [4.1, 1.9, -0.1], [-0.1, -0.6, -2.6], [0.3, 0.2, 0.2], [0.0, 0.3, 0.1], [0.5, 0.2, -0.2], [0.2, 0.3, -0.4], [-0.2, 0.3, -0.2], [-0.2, 0.5, 0.4], [-0.1, -0.3, -0.3], [-0.1, -0.1, 0.3], [0.3, -0.1, 0.3], [-0.1, -0.2, -0.2], [-1.7, 1.1, -0.3], [3.8, -2.4, 0.6], [-2.9, 2.2, -0.7]]}